(1)
10 unconnected molecules or ions with the total composition C37H61N11O. Source: the OMol25 dataset; level of theory: wB97M-V/def2-TZVPD.

## Properties
HOMO energy ... -9.4 eV
Max |F| ... 0.499 eV/Å
Total charge ... 0
HOMO-LUMO gap ... 0.358 hartree
E ... -57793.4001 eV
E_LUMO ... 0.3 eV

Atoms and positions in Å:
C -3.039 -1.816 -5.884
C -2.678 -0.407 -5.411
C -3.803 0.250 -4.583
C -3.390 0.586 -3.146
C -2.687 1.946 -3.012
C -2.845 2.597 -1.627
C -1.518 3.122 -1.073
C -1.671 3.962 0.198
C -1.386 3.150 1.465
C -1.906 3.840 2.721
C -1.453 3.200 4.055
C -1.832 4.124 5.141
N -2.130 4.843 5.980
C -2.161 1.837 4.245
C -3.574 1.912 4.618
N -4.683 1.934 4.901
C 0.069 2.961 4.127
C 0.607 2.704 5.546
C 1.362 3.896 6.167
C 2.853 3.626 6.325
O 3.112 2.624 7.283
C 3.299 3.102 8.599
H -3.811 -1.743 -6.656
H -2.191 -2.348 -6.318
H -3.456 -2.400 -5.059
H -1.756 -0.413 -4.821
H -2.476 0.207 -6.295
H -4.662 -0.430 -4.548
H -4.151 1.158 -5.078
H -4.267 0.564 -2.491
H -2.720 -0.194 -2.771
H -1.616 1.820 -3.196
H -3.064 2.613 -3.793
H -3.262 1.856 -0.936
H -3.559 3.428 -1.660
H -0.863 2.271 -0.860
H -1.022 3.704 -1.855
H -2.686 4.373 0.261
H -0.995 4.823 0.186
H -0.308 2.979 1.527
H -1.853 2.164 1.351
H -3.001 3.818 2.691
H -1.613 4.894 2.716
H -2.108 1.312 3.288
H -1.636 1.242 4.994
H 0.573 3.826 3.685
H 0.307 2.115 3.478
H 1.283 1.845 5.522
H -0.209 2.414 6.214
H 0.939 4.149 7.142
H 1.243 4.789 5.544
H 3.376 4.556 6.581
H 3.271 3.275 5.375
H 2.337 3.286 9.098
H 3.885 4.027 8.608
H 3.844 2.350 9.167
C -5.936 5.342 -4.664
C -5.281 4.259 -5.387
N -4.753 3.410 -5.945
H -6.360 4.963 -3.736
H -5.211 6.120 -4.431
H -6.732 5.767 -5.273
C 1.380 0.280 -6.213
C 1.032 0.943 -4.963
N 0.762 1.457 -3.976
H 0.520 0.252 -6.878
H 2.196 0.812 -6.699
H 1.684 -0.744 -6.014
C 5.032 0.678 12.604
C 5.514 1.390 11.427
N 5.894 1.951 10.503
H 5.145 1.310 13.484
H 3.981 0.426 12.473
H 5.593 -0.244 12.740
C 1.710 -4.592 -6.837
C 0.989 -3.405 -7.280
N 0.408 -2.479 -7.624
H 2.774 -4.467 -7.012
H 1.543 -4.758 -5.775
H 1.357 -5.461 -7.390
C 2.110 -2.700 13.956
C 3.347 -2.660 13.186
N 4.317 -2.629 12.576
H 1.769 -1.687 14.164
H 1.341 -3.223 13.391
H 2.276 -3.220 14.897
C 5.751 -2.966 -7.233
C 4.816 -3.285 -8.306
N 4.064 -3.526 -9.137
H 5.268 -3.114 -6.268
H 6.621 -3.617 -7.294
H 6.073 -1.930 -7.319
C -4.709 -0.593 2.565
C -3.929 -0.535 1.333
N -3.325 -0.516 0.359
H -4.612 0.338 3.120
H -5.760 -0.748 2.329
H -4.358 -1.416 3.185
C 4.491 -7.744 -7.154
C 4.254 -6.805 -6.065
N 4.075 -6.041 -5.230
H 4.289 -7.251 -8.105
H 5.527 -8.076 -7.139
H 3.829 -8.601 -7.046
C 0.685 -9.574 -9.406
C 1.090 -9.353 -8.023
N 1.394 -9.173 -6.932
H 1.433 -10.176 -9.920
H -0.269 -10.097 -9.430
H 0.580 -8.620 -9.918



(2)
A molecular structure, C37H61N6O7Si4Ti. Source: the OMol25 dataset; level of theory: wB97M-V/def2-TZVPD.

## Properties
HOMO energy (alpha / beta) ... -2.4 / -4.5 eV
Spin multiplicity ... 3
Max |F| ... 2.744 eV/Å
Total charge ... -1
HOMO-LUMO gap (alpha / beta) ... 0.174 / 0.247 hartree
E ... -117265.0725 eV
E_LUMO (alpha / beta) ... 2.3 / 2.3 eV

Atoms and positions in Å:
Ti -0.770 0.103 -0.356
O -1.042 -5.225 -1.509
C -0.794 -5.265 -0.186
C -0.791 -6.505 0.437
C -0.566 -6.619 1.801
C -0.388 -5.471 2.564
C -0.379 -4.231 1.956
C -0.531 -4.088 0.565
C -0.427 -2.796 -0.063
O -0.072 -1.681 0.664
N -0.670 -2.631 -1.337
N -0.589 -1.369 -1.777
C -0.769 -1.182 -3.090
C -0.486 0.060 -3.708
C -0.670 0.227 -5.096
C -0.341 1.405 -5.733
C 0.207 2.451 -4.998
C 0.416 2.309 -3.632
C 0.066 1.145 -2.947
O 0.242 1.058 -1.630
H -1.015 -4.270 -1.781
H -0.980 -7.379 -0.173
H -0.559 -7.596 2.268
H -0.259 -5.551 3.636
H -0.268 -3.334 2.553
H -1.060 -2.032 -3.703
H -1.067 -0.601 -5.673
H -0.482 1.505 -6.802
H 0.476 3.378 -5.490
H 0.873 3.109 -3.070
N 2.579 -3.105 1.235
C 3.852 -2.616 1.737
C 4.450 -1.574 0.792
C 3.702 -0.235 0.741
N 2.415 -0.317 0.039
C 3.531 0.306 2.168
C 2.933 -0.674 3.180
N 1.508 -0.880 2.963
C 3.702 -2.007 3.142
H 2.617 -3.288 0.239
H 0.747 -1.836 1.225
H 2.304 -3.960 1.703
H 4.585 -3.437 1.813
H 4.513 -1.996 -0.217
H 5.470 -1.374 1.131
H 4.374 0.463 0.213
H 2.535 -0.740 -0.875
H 2.037 0.616 -0.103
H 2.918 1.210 2.129
H 4.519 0.593 2.541
H 3.110 -0.243 4.178
H 1.040 -0.014 2.703
H 1.068 -1.243 3.801
H 3.211 -2.733 3.798
H 4.706 -1.828 3.538
N -2.484 1.124 -1.439
H -2.993 1.820 -0.907
H -3.072 0.304 -1.538
H -2.270 1.500 -2.356
C -3.253 3.360 1.081
Si -1.642 4.072 0.307
C -1.733 5.926 0.796
C -1.974 4.228 -1.586
Si 0.101 2.536 0.967
Si -0.067 3.027 3.335
C -0.686 4.739 3.934
C -1.266 1.839 4.224
C 1.530 2.833 4.382
Si 1.996 3.990 0.551
C 1.792 5.828 1.040
C 3.679 3.554 1.368
C 2.502 4.106 -1.286
H -4.156 3.595 0.509
H -3.392 3.769 2.085
H -3.196 2.275 1.201
H -2.761 6.297 0.778
H -1.149 6.536 0.102
H -1.333 6.105 1.794
H -1.834 5.260 -1.914
H -2.987 3.936 -1.872
H -1.277 3.617 -2.161
H -1.716 4.916 3.618
H -0.075 5.546 3.524
H -0.654 4.822 5.023
H -2.180 1.707 3.642
H -1.551 2.193 5.218
H -0.812 0.852 4.343
H 2.244 3.628 4.156
H 2.034 1.881 4.197
H 1.309 2.882 5.451
H 1.581 5.929 2.108
H 0.957 6.284 0.504
H 2.687 6.416 0.823
H 3.574 3.357 2.437
H 4.387 4.379 1.257
H 4.133 2.671 0.914
H 1.733 4.628 -1.861
H 2.629 3.113 -1.724
H 3.439 4.651 -1.423
O -2.812 -1.131 -0.129
C -2.668 -0.718 1.046
O -1.765 0.163 1.290
C -3.539 -1.196 2.134
C -3.100 -1.129 3.452
C -3.906 -1.520 4.514
C -5.165 -1.972 4.200
O -6.156 -2.402 5.048
C -7.277 -2.674 4.224
O -6.900 -2.530 2.868
C -5.606 -2.054 2.886
C -4.819 -1.691 1.831
H -2.100 -0.765 3.629
H -3.572 -1.467 5.541
H -8.085 -1.969 4.461
H -7.627 -3.696 4.403
H -5.151 -1.758 0.804



(3)
6 unconnected molecules or ions with the total composition C37H62BF5N2O19. Source: the OMol25 dataset; level of theory: wB97M-V/def2-TZVPD.

## Properties
HOMO energy ... -8.9 eV
Max |F| ... 8.766 eV/Å
Total charge ... 0
HOMO-LUMO gap ... 0.342 hartree
E ... -95510.7650 eV
E_LUMO ... 0.4 eV

Atoms and positions in Å:
C 0.261 2.900 2.727
C 0.205 3.458 1.186
C 0.704 2.320 0.078
C 2.305 2.574 -0.159
C 3.252 1.242 -0.040
C 2.888 0.234 1.200
C 1.993 -1.055 0.652
C 2.731 -2.473 1.071
C 3.978 -2.661 -0.027
N 4.569 -4.055 0.066
B 6.079 -3.981 -0.079
O 6.866 -3.890 1.197
N 6.858 -3.974 -1.382
C 8.302 -3.529 -1.181
C 6.935 -5.342 -2.026
O 1.729 -3.559 0.924
C 0.902 -3.701 2.133
C -0.727 -3.497 1.854
C -1.610 -4.725 2.551
C -2.848 -5.224 1.548
C -4.170 -4.242 1.620
C -4.882 -3.983 0.150
C -6.420 -4.571 0.043
C -7.586 -3.400 0.202
C -8.047 -2.914 -1.295
O -9.365 -2.265 -1.364
C -9.271 -0.797 -1.362
C -8.386 0.131 -2.383
O -10.036 -0.145 -0.444
H 0.030 1.740 2.746
H -0.564 3.448 3.390
H 1.294 3.072 3.272
H -0.897 3.816 0.945
H 0.876 4.434 1.137
H 0.095 2.536 -0.926
H 0.411 1.234 0.400
H 2.772 3.432 0.508
H 2.418 2.961 -1.282
H 3.326 0.687 -1.089
H 4.358 1.639 0.170
H 2.304 0.761 2.083
H 3.888 -0.218 1.635
H 2.033 -0.996 -0.532
H 0.872 -0.977 1.025
H 3.158 -2.364 2.156
H 3.576 -2.515 -1.140
H 4.807 -1.857 0.256
H 4.273 -4.510 0.957
H 7.041 -2.916 1.362
H 8.404 -2.506 -0.618
H 8.853 -4.349 -0.516
H 8.886 -3.509 -2.209
H 6.644 -6.139 -1.212
H 6.252 -5.394 -2.990
H 8.071 -5.532 -2.289
H 1.112 -4.776 2.597
H 1.186 -2.903 2.942
H -0.971 -3.396 0.690
H -1.066 -2.512 2.428
H -2.031 -4.417 3.618
H -0.961 -5.699 2.741
H -3.196 -6.273 1.987
H -2.403 -5.359 0.472
H -3.863 -3.206 2.115
H -4.990 -4.704 2.330
H -4.242 -4.621 -0.629
H -4.769 -2.863 -0.185
H -6.504 -5.042 -1.051
H -6.578 -5.483 0.783
H -8.518 -3.950 0.697
H -7.238 -2.534 0.918
H -8.129 -3.902 -1.959
H -7.163 -2.297 -1.751
H -7.245 -0.178 -2.257
H -8.436 1.260 -1.997
H -8.728 0.079 -3.514
O -9.591 3.936 -5.069
C -9.854 4.181 -3.903
O -10.297 3.250 -3.004
C -10.354 3.901 -1.751
C -10.478 5.336 -2.137
F -9.882 6.134 -1.222
O -9.748 5.418 -3.340
H -9.437 3.691 -1.191
H -11.210 3.552 -1.167
H -11.507 5.667 -2.307
O 2.368 1.885 -3.352
C 1.863 0.816 -3.652
O 2.208 0.088 -4.758
C 1.497 -1.130 -4.672
C 0.346 -0.772 -3.795
F -0.042 -1.832 -3.051
O 0.882 0.205 -2.931
H 2.143 -1.897 -4.231
H 1.177 -1.468 -5.661
H -0.515 -0.357 -4.331
O 3.337 4.796 3.509
C 3.075 5.041 4.675
O 2.631 4.110 5.574
C 2.574 4.761 6.827
C 2.451 6.195 6.441
F 3.046 6.993 7.356
O 3.181 6.277 5.238
H 3.492 4.550 7.387
H 1.719 4.412 7.411
H 1.421 6.527 6.271
O 2.585 -2.741 -6.983
C 3.195 -3.686 -6.511
O 4.423 -4.102 -6.946
C 4.834 -5.127 -6.064
C 3.539 -5.617 -5.513
F 3.691 -6.055 -4.243
O 2.732 -4.462 -5.491
H 5.489 -4.703 -5.295
H 5.381 -5.908 -6.599
H 3.057 -6.391 -6.119
O 4.948 12.363 2.591
C 4.486 11.417 3.206
O 5.196 10.296 3.538
C 4.347 9.511 4.351
C 2.991 9.986 3.956
F 2.132 9.916 4.998
O 3.196 11.345 3.641
H 4.573 9.705 5.405
H 4.488 8.445 4.152
H 2.568 9.467 3.089



(4)
A molecular structure, C37H62N15RbS. Source: the OMol25 dataset; level of theory: wB97M-V/def2-TZVPD.

## Properties
HOMO energy ... -6.1 eV
Max |F| ... 3.483 eV/Å
Total charge ... 0
HOMO-LUMO gap ... 0.179 hartree
E ... -73212.0278 eV
E_LUMO ... -1.2 eV

Atoms and positions in Å:
Rb 0.808 0.323 -0.096
C -4.440 -2.335 -3.153
N -3.092 -2.701 -3.534
C -3.021 -3.066 -4.933
C -1.917 -2.227 -2.925
N -1.791 -1.080 -2.302
C -2.760 -0.055 -2.604
C -2.189 1.373 -2.623
N -1.735 1.856 -1.310
C -1.194 3.213 -1.586
C -0.738 4.048 -0.388
N 0.579 3.670 0.175
C 1.028 4.700 0.873
N 2.194 4.488 1.497
C 2.917 3.256 1.199
C 2.829 5.410 2.478
N 0.420 5.979 1.092
C 0.848 7.092 0.273
C -0.662 6.230 2.000
C -2.714 1.843 -0.200
C -2.688 0.547 0.683
N -1.817 0.639 1.842
C -2.263 0.483 3.035
N -1.421 0.135 4.046
C -1.644 0.314 5.489
C -0.081 -0.400 3.773
N -3.502 0.900 3.460
C -4.027 2.106 2.761
C -4.532 -0.088 3.832
N -0.858 -3.139 -2.883
C 0.425 -2.697 -2.385
C -0.977 -4.585 -3.003
H -5.110 -3.189 -3.360
H -4.857 -1.418 -3.598
H -4.535 -2.256 -2.080
H -3.282 -2.207 -5.576
H -3.762 -3.851 -5.185
H -2.050 -3.502 -5.133
H -3.648 0.028 -1.873
H -3.142 -0.104 -3.647
H -2.952 2.075 -3.054
H -1.305 1.492 -3.308
H -1.951 3.782 -2.139
H -0.329 3.004 -2.256
H -1.458 3.950 0.446
H -0.746 5.106 -0.666
H 2.710 2.952 0.160
H 2.698 2.450 1.904
H 3.961 3.413 1.294
H 2.320 6.393 2.450
H 3.891 5.531 2.239
H 2.779 5.006 3.492
H 0.604 6.915 -0.811
H 1.939 7.120 0.308
H 0.450 8.078 0.604
H -0.881 5.273 2.519
H -1.538 6.641 1.453
H -0.405 7.082 2.682
H -3.735 1.921 -0.583
H -2.485 2.707 0.397
H -2.346 -0.276 0.064
H -3.721 0.371 1.132
H -2.594 0.788 5.717
H -0.850 0.961 5.865
H -1.561 -0.675 6.003
H -0.106 -1.260 3.094
H 0.346 -0.752 4.723
H 0.518 0.379 3.350
H -3.208 2.735 2.481
H -4.635 2.696 3.502
H -4.612 1.802 1.886
H -4.259 -0.661 4.688
H -4.691 -0.806 3.061
H -5.408 0.472 4.099
H 0.657 -1.693 -2.759
H 1.172 -3.472 -2.576
H 0.404 -2.616 -1.233
H -1.964 -4.878 -3.332
H -0.789 -5.091 -2.011
H -0.190 -4.922 -3.698
C 5.492 -4.387 -0.090
C 5.935 -3.647 -1.173
C 5.302 -2.476 -1.542
C 4.061 -2.115 -0.952
C 3.585 -2.892 0.144
C 4.325 -3.986 0.542
N 3.364 -0.976 -1.374
N 4.005 -0.418 -2.357
C 3.530 0.770 -2.911
C 4.208 1.168 -4.145
C 3.992 2.408 -4.628
C 3.099 3.279 -3.873
C 2.406 2.766 -2.798
N 2.608 1.550 -2.337
H 6.055 -5.174 0.378
H 6.895 -3.846 -1.588
H 5.706 -1.839 -2.305
H 2.646 -2.660 0.635
H 3.878 -4.546 1.347
H 4.984 0.557 -4.561
H 4.489 2.835 -5.495
H 2.929 4.340 -4.139
H 1.688 3.354 -2.251
C 1.596 -6.526 3.998
C 0.786 -6.096 2.767
C 0.158 -7.003 1.915
C -0.348 -6.464 0.733
N -0.314 -5.127 0.475
C 0.133 -4.334 1.447
S -0.025 -2.538 1.196
N 0.582 -4.818 2.605
H 2.573 -6.105 3.839
H 1.733 -7.613 4.141
H 1.191 -6.058 4.943
H 0.230 -8.044 2.096
H -0.807 -7.067 -0.001



Question: Which formula does entry 4 have?
Answer: C37H62N15RbS